# 1
{
  "formula": "C23H34N2O3",
  "method": "wB97M-V/def2-TZVPD",
  "fmax_ha_per_bohr": 0.001,
  "orbital_gap_ev": 9.7150,
  "smiles": "CC[C@]1(C)C[C@H](C(=O)N2CC3(C[C@H](C(=O)N4[C@H]5CC=C[C@H]4CCC5)CO3)C2)C1",
  "homo_energy_ev": -9.112,
  "total_energy_ha": -1231.952812,
  "elements": ["C", "C", "C", "C", "C", "C", "C", "O", "N", "C", "C", "C", "C", "C", "O", "N", "C", "C", "C", "C", "C", "C", "C", "C", "C", "O", "C", "C", "H", "H", "H", "H", "H", "H", "H", "H", "H", "H", "H", "H", "H", "H", "H", "H", "H", "H", "H", "H", "H", "H", "H", "H", "H", "H", "H", "H", "H", "H", "H", "H", "H", "H"],
  "xyz": [[-0.643, 0.389, 0.926], [-0.049, 0.965, -0.353], [-1.050, 1.384, -1.427], [-0.316, 1.703, -2.723], [-2.278, 0.473, -1.698], [-3.175, 1.720, -1.749], [-4.469, 1.668, -0.976], [-4.743, 0.792, -0.173], [-5.314, 2.699, -1.223], [-5.058, 4.037, -1.764], [-6.440, 4.453, -1.186], [-7.537, 4.652, -2.218], [-7.383, 6.148, -2.523], [-6.262, 6.375, -3.537], [-5.179, 6.856, -3.225], [-6.511, 5.952, -4.787], [-7.717, 5.545, -5.447], [-8.065, 6.784, -6.294], [-7.173, 7.765, -6.512], [-5.669, 7.647, -6.184], [-5.582, 6.151, -5.903], [-4.678, 4.933, -5.849], [-5.781, 3.792, -5.806], [-7.256, 4.212, -6.176], [-7.017, 6.703, -1.146], [-6.463, 5.613, -0.395], [-6.446, 3.128, -0.403], [-2.036, 2.524, -1.061], [0.138, 0.231, 1.671], [-1.389, 1.051, 1.368], [-1.126, -0.572, 0.748], [0.562, 1.843, -0.113], [0.638, 0.231, -0.788], [-1.005, 2.048, -3.498], [0.430, 2.485, -2.565], [0.197, 0.816, -3.101], [-2.238, -0.149, -2.592], [-2.559, -0.137, -0.842], [-3.354, 2.078, -2.764], [-4.243, 4.566, -1.265], [-4.924, 4.089, -2.845], [-7.420, 4.000, -3.084], [-8.509, 4.456, -1.759], [-8.306, 6.593, -2.899], [-8.530, 5.337, -4.751], [-9.082, 6.894, -6.651], [-7.499, 8.661, -7.028], [-5.093, 7.956, -7.058], [-5.371, 8.270, -5.340], [-6.133, 5.843, -6.784], [-4.056, 4.851, -6.741], [-4.036, 4.885, -4.969], [-5.495, 2.973, -6.468], [-5.805, 3.371, -4.800], [-7.909, 3.388, -5.883], [-7.371, 4.319, -7.257], [-6.278, 7.498, -1.223], [-7.904, 7.063, -0.619], [-7.339, 2.508, -0.487], [-6.182, 3.259, 0.649], [-2.205, 2.597, 0.015], [-1.809, 3.515, -1.457]],
  "atomic_forces_ev_per_a": [[-0.0042, 0.0370, 0.0141], [0.0040, -0.0368, -0.0204], [-0.0067, -0.0257, -0.0234], [0.0043, 0.0339, 0.0152], [-0.0052, 0.0006, 0.0232], [0.0337, 0.0303, -0.0144], [0.0319, -0.0265, 0.0163], [-0.0013, 0.0074, -0.0084], [-0.0605, 0.0297, -0.0194], [0.0312, 0.0156, 0.0300], [-0.0216, -0.0159, -0.0448], [-0.0025, 0.0027, 0.0149], [0.0222, 0.0067, -0.0096], [0.0049, -0.0091, 0.0244], [-0.0094, 0.0086, 0.0094], [0.0143, 0.0043, 0.0275], [-0.0252, -0.0581, -0.0140], [0.0061, 0.0407, -0.0157], [0.0027, -0.0017, 0.0040], [0.0185, -0.0073, -0.0056], [-0.0166, -0.0047, 0.0180], [0.0041, 0.0175, -0.0027], [0.0171, -0.0014, -0.0323], [0.0077, 0.0143, 0.0130], [0.0037, -0.0150, -0.0222], [-0.0077, 0.0084, 0.0139], [0.0078, -0.0168, 0.0194], [-0.0044, -0.0255, 0.0108], [-0.0006, 0.0000, 0.0014], [0.0013, 0.0005, 0.0025], [0.0015, -0.0007, 0.0000], [0.0005, -0.0019, 0.0021], [0.0003, -0.0009, 0.0013], [0.0017, 0.0008, -0.0019], [-0.0013, 0.0011, 0.0002], [-0.0018, -0.0002, -0.0025], [0.0004, -0.0030, 0.0005], [0.0013, -0.0100, -0.0075], [-0.0175, -0.0041, 0.0039], [0.0007, -0.0054, -0.0103], [-0.0123, -0.0048, -0.0047], [-0.0042, 0.0077, 0.0015], [0.0043, -0.0065, 0.0029], [-0.0040, 0.0022, 0.0032], [-0.0054, 0.0086, -0.0082], [-0.0024, -0.0036, 0.0042], [-0.0097, -0.0021, 0.0004], [-0.0006, -0.0125, -0.0063], [-0.0089, 0.0035, -0.0077], [0.0179, 0.0079, -0.0006], [-0.0129, -0.0161, -0.0084], [-0.0027, 0.0144, 0.0003], [-0.0111, -0.0035, 0.0027], [0.0061, 0.0021, 0.0020], [-0.0038, 0.0018, -0.0003], [0.0034, -0.0048, -0.0013], [-0.0003, 0.0061, 0.0060], [0.0050, 0.0105, 0.0026], [0.0037, -0.0023, 0.0009], [-0.0018, -0.0044, 0.0000], [0.0018, 0.0081, 0.0006], [0.0026, -0.0019, -0.0010]],
  "lowdin_charge": [-0.096, -0.204, -0.493, -0.049, -0.065, -0.192, -0.430, 0.074, -0.009, -0.026, -0.415, -0.044, -0.165, -0.410, 0.075, -0.035, -0.242, -0.027, -0.052, -0.083, -0.286, -0.085, -0.136, -0.102, -0.115, -0.038, -0.015, -0.064, 0.071, 0.071, 0.071, 0.117, 0.112, 0.083, 0.086, 0.085, 0.117, 0.101, 0.139, 0.139, 0.100, 0.122, 0.136, 0.148, 0.134, 0.102, 0.100, 0.118, 0.110, 0.108, 0.110, 0.099, 0.106, 0.083, 0.106, 0.111, 0.124, 0.127, 0.128, 0.138, 0.117, 0.113]
}


# 2
{
  "formula": "C23H34N2O3",
  "method": "wB97M-V/def2-TZVPD",
  "fmax_ha_per_bohr": 0.012,
  "orbital_gap_ev": 9.6283,
  "smiles": "CC[C@]1(C)C[C@H](C(=O)N2CC3(C[C@H](C(=O)N4[C@H]5CC=C[C@H]4CCC5)CO3)C2)C1",
  "homo_energy_ev": -9.033,
  "total_energy_ha": -1231.942549,
  "elements": ["C", "C", "C", "C", "C", "C", "C", "O", "N", "C", "C", "C", "C", "C", "O", "N", "C", "C", "C", "C", "C", "C", "C", "C", "C", "O", "C", "C", "H", "H", "H", "H", "H", "H", "H", "H", "H", "H", "H", "H", "H", "H", "H", "H", "H", "H", "H", "H", "H", "H", "H", "H", "H", "H", "H", "H", "H", "H", "H", "H", "H", "H"],
  "xyz": [[-7.249, -0.885, -0.446], [-6.267, -1.949, -0.927], [-4.817, -1.456, -1.032], [-4.471, -1.118, -2.479], [-4.336, -0.353, -0.054], [-3.001, -1.099, 0.107], [-2.435, -1.216, 1.498], [-3.125, -1.154, 2.506], [-1.110, -1.454, 1.570], [-0.005, -1.496, 0.616], [0.955, -1.509, 1.845], [1.823, -0.272, 2.012], [3.106, -0.659, 1.243], [3.122, -0.031, -0.148], [2.606, -0.585, -1.108], [3.778, 1.147, -0.264], [4.027, 2.158, 0.747], [5.413, 2.697, 0.355], [5.945, 2.515, -0.859], [5.151, 1.959, -2.050], [3.737, 1.971, -1.480], [2.291, 2.265, -1.848], [1.734, 2.724, -0.448], [2.791, 3.147, 0.635], [3.009, -2.199, 1.168], [1.858, -2.578, 1.924], [-0.282, -1.650, 2.750], [-3.715, -2.368, -0.428], [-8.275, -1.250, -0.497], [-7.049, -0.599, 0.586], [-7.189, 0.018, -1.058], [-6.305, -2.792, -0.231], [-6.587, -2.338, -1.898], [-3.448, -0.747, -2.576], [-4.571, -2.005, -3.108], [-5.142, -0.349, -2.871], [-4.310, 0.675, -0.418], [-4.866, -0.393, 0.897], [-2.246, -0.753, -0.600], [0.050, -2.423, 0.040], [0.072, -0.644, -0.060], [1.340, 0.632, 1.642], [2.044, -0.131, 3.072], [3.990, -0.351, 1.796], [4.086, 1.736, 1.750], [5.998, 3.167, 1.137], [6.970, 2.817, -1.041], [5.236, 2.635, -2.905], [5.531, 0.983, -2.359], [3.861, 2.971, -1.080], [2.267, 3.066, -2.589], [1.706, 1.424, -2.216], [1.046, 3.561, -0.581], [1.133, 1.911, -0.041], [2.274, 3.181, 1.596], [3.148, 4.162, 0.447], [2.891, -2.500, 0.126], [3.869, -2.699, 1.610], [-0.409, -0.897, 3.529], [-0.378, -2.647, 3.184], [-4.110, -2.944, 0.411], [-3.161, -3.024, -1.100]],
  "atomic_forces_ev_per_a": [[-0.0338, 0.0540, -0.1812], [0.0449, -0.0119, 0.2725], [0.1131, -0.1875, -0.1594], [-0.0796, 0.1615, 0.0363], [-0.0222, -0.0522, 0.0871], [0.0372, 0.0243, -0.1465], [-0.0541, -0.0207, 0.0084], [-0.0002, -0.0138, -0.0126], [0.0150, 0.0525, 0.0402], [0.0433, -0.1018, -0.0351], [-0.0882, 0.1136, -0.0169], [0.0376, -0.0201, 0.0209], [-0.0431, -0.0111, 0.0252], [0.1885, -0.0421, 0.0176], [0.0100, -0.0193, -0.0299], [-0.2936, 0.2559, -0.0605], [0.0301, -0.1693, 0.0355], [-0.0398, -0.0114, 0.1739], [0.1219, -0.0540, -0.1457], [-0.0820, -0.3250, -0.1340], [0.1021, 0.5514, 0.2270], [-0.0073, -0.4136, -0.0642], [-0.0846, 0.0733, -0.0480], [0.0416, -0.0188, 0.0399], [-0.0266, 0.0574, 0.0082], [0.0058, -0.0159, -0.0119], [0.0460, -0.0676, 0.0327], [-0.0663, 0.0137, 0.1073], [0.0001, -0.0027, 0.0072], [-0.0024, 0.0035, -0.0002], [-0.0028, -0.0036, -0.0038], [-0.0160, -0.0044, -0.0070], [-0.0086, -0.0001, 0.0028], [-0.0008, 0.0014, -0.0100], [0.0096, 0.0025, -0.0048], [0.0017, 0.0007, 0.0015], [0.0074, -0.0026, -0.0152], [-0.0120, 0.0335, -0.0087], [0.0248, 0.0086, 0.0354], [-0.0200, 0.0061, -0.0056], [0.0063, 0.0244, 0.0229], [0.0032, 0.0164, 0.0052], [-0.0011, -0.0113, 0.0019], [0.0237, -0.0079, -0.0253], [-0.0078, -0.0056, -0.0007], [0.0183, 0.0159, -0.0193], [-0.0049, 0.0310, 0.0273], [0.0858, 0.0415, 0.0430], [-0.0825, -0.0236, -0.0057], [0.0321, 0.0596, -0.0875], [-0.0707, 0.0675, 0.0689], [0.0647, -0.0035, -0.0687], [-0.0186, -0.0102, 0.0313], [0.0152, -0.0231, -0.0019], [-0.0039, 0.0164, -0.0029], [-0.0001, -0.0006, -0.0096], [0.0200, -0.0405, 0.0110], [0.0106, -0.0051, -0.0125], [-0.0076, 0.0299, -0.0254], [0.0010, 0.0065, 0.0102], [0.0191, -0.0391, -0.0195], [0.0001, 0.0171, -0.0212]],
  "lowdin_charge": [-0.100, -0.197, -0.485, -0.045, -0.076, -0.194, -0.428, 0.062, -0.011, -0.021, -0.419, -0.035, -0.154, -0.408, 0.072, 0.005, -0.241, -0.033, -0.065, -0.092, -0.287, -0.096, -0.137, -0.103, -0.107, -0.047, -0.014, -0.060, 0.070, 0.068, 0.076, 0.109, 0.106, 0.081, 0.085, 0.085, 0.120, 0.109, 0.129, 0.139, 0.114, 0.115, 0.132, 0.135, 0.133, 0.104, 0.101, 0.119, 0.116, 0.095, 0.115, 0.098, 0.109, 0.083, 0.106, 0.112, 0.122, 0.128, 0.129, 0.136, 0.122, 0.115]
}